[1]
C5H7NO2 as an isolated structure, computed with the ωB97M-V functional and the def2-TZVPD basis.

The geometry in ORCA input format:
```
! wB97M-V def2-TZVPD RIJCOSX def2/J DEFGRID3
* xyz 0 1
C 1.65 0.24 -0.18
C -1.64 -0.61 -0.21
N 1.07 -0.81 -0.80
C -0.61 0.33 -0.79
O 0.92 -1.88 0.15
C 0.11 1.15 0.62
C -0.06 1.93 1.54
O -0.68 1.00 -1.77
H 0.93 -2.66 -0.41
H 2.37 0.05 0.61
H 1.87 1.08 -0.83
H -1.24 -1.19 0.61
H -2.46 0.00 0.15
H -1.97 -1.26 -1.02
H -0.26 2.61 2.34
*
```

Results
DFT total energy: -399.706445 a.u.
Gap between HOMO and LUMO (alpha / beta): 0.2950 / 0.2950 Ha
Max |F|: 2.41 eV Å⁻¹
LUMO (alpha / beta): -0.6054 / -0.6053 eV
E_HOMO (alpha / beta): -8.633 / -8.634 eV


[2]
A 2-piece molecular cluster, C3H7ClN2 overall, computed with the ωB97M-V functional and the def2-TZVPD basis.

The geometry in ORCA input format:
```
! wB97M-V def2-TZVPD RIJCOSX def2/J DEFGRID3
* xyz 0 1
C 1.54 -0.53 -0.68
C -1.83 -0.34 1.15
C 2.43 0.25 -1.30
N -1.72 0.85 0.33
N -0.64 1.38 0.31
Cl 4.00 0.47 -0.76
H -2.52 0.96 -0.27
H 0.50 -0.59 -1.03
H 1.61 -1.05 0.26
H -1.21 -0.43 2.04
H -1.53 -1.24 0.52
H -2.79 -0.55 1.54
H 2.15 0.79 -2.10
*
```

Results
DFT total energy: -688.061125 a.u.
Gap between HOMO and LUMO: 0.3306 Ha
Max |F|: 4.33 eV Å⁻¹
LUMO: 0.8799 eV
E_HOMO: -8.115 eV


[3]
A 2-piece molecular cluster, C4H10N2O2 overall, computed with the ωB97M-V functional and the def2-TZVPD basis.

The geometry in ORCA input format:
```
! wB97M-V def2-TZVPD RIJCOSX def2/J DEFGRID3
* xyz 0 1
C 1.25 -0.48 -2.21
C -0.19 -0.42 -1.81
O -0.64 -1.11 -0.88
N -1.09 0.46 -2.39
H -2.09 0.25 -2.27
H -0.73 0.82 -3.27
H 1.66 0.42 -2.73
H 1.50 -1.42 -2.90
H 1.86 -0.60 -1.27
C -0.43 -0.46 2.95
C 0.26 0.36 1.79
O 1.38 0.06 1.43
N -0.39 1.49 1.28
H -1.46 -0.69 2.67
H -0.52 0.09 3.94
H 0.09 1.66 0.32
H -1.33 1.53 1.28
H 0.14 -1.34 3.26
*
```

Results
SMILES: CC(N)=O.CC(N)=O
DFT total energy: -418.417381 a.u.
Gap between HOMO and LUMO: 0.3798 Ha
Max |F|: 5.39 eV Å⁻¹
LUMO: 0.7513 eV
E_HOMO: -9.585 eV


[4]
A 2-piece molecular cluster, C2H3ClINO overall, computed with the ωB97M-V functional and the def2-TZVPD basis.

The geometry in ORCA input format:
```
! wB97M-V def2-TZVPD RIJCOSX def2/J DEFGRID3
* xyz 0 1
C 1.05 -0.32 -0.01
C -0.85 -1.35 0.85
N 0.75 0.90 -0.17
O 1.97 -1.04 -0.05
Cl -2.21 -0.53 0.15
I -0.60 -1.09 2.95
H -0.91 -2.38 0.74
H -0.20 1.22 -0.21
H 1.47 1.65 -0.36
*
```

Results
DFT total energy: -965.813158 a.u.
Gap between HOMO and LUMO: 0.3024 Ha
Max |F|: 5.25 eV Å⁻¹
LUMO: -0.0078 eV
E_HOMO: -8.237 eV